(1)
Below is C20H46IrP4S as an isolated structure in a non-equilibrium geometry, with properties calculated with ωB97M-V/def2-TZVPD.

## Properties
HOMO energy (alpha / beta) in Eh: -0.6873 / -0.7671
Orbital gap (alpha / beta) in eV: 7.25 / 4.59

```
! wB97M-V def2-TZVPD RIJCOSX def2/J DEFGRID3
* xyz 4 6
Ir -0.041 0.495 0.559
P 2.050 1.069 1.789
P -1.844 1.682 0.839
P 0.576 1.157 -1.532
H -0.234 -2.882 0.943
C 0.276 -2.465 0.062
C 1.532 -1.967 0.065
H 2.143 -1.992 0.981
C 2.666 0.219 3.332
C 2.140 2.795 2.460
C 3.522 0.885 0.719
C -3.252 0.828 0.120
C -2.400 2.071 2.523
C -1.628 3.334 0.119
C 1.823 0.231 -2.508
C 1.410 2.809 -1.595
C -0.740 1.526 -2.789
H -0.359 -2.456 -0.851
H 2.035 -1.617 -0.851
H 2.743 -0.870 3.193
H 2.010 0.427 4.195
H 3.675 0.613 3.572
H 1.242 3.021 3.053
H 2.237 3.521 1.641
H 3.016 2.878 3.129
H 3.484 -0.093 0.229
H 4.443 0.943 1.318
H 3.553 1.673 -0.038
H -4.142 1.348 0.504
H -3.288 -0.229 0.425
H -3.215 0.871 -0.975
H -3.194 2.821 2.378
H -1.592 2.505 3.132
H -2.819 1.197 3.042
H -2.499 3.916 0.451
H -1.567 3.287 -0.975
H -0.714 3.817 0.502
H 1.945 0.787 -3.452
H 1.512 -0.796 -2.742
H 2.789 0.227 -1.983
H 1.598 3.029 -2.660
H 2.378 2.819 -1.079
H 0.773 3.609 -1.194
H -0.342 1.225 -3.771
H -0.936 2.606 -2.811
H -1.679 0.967 -2.639
C -1.313 -2.386 -3.592
C -2.123 -2.413 -4.767
C -1.703 -3.113 -5.902
C -0.482 -3.828 -5.862
C 0.307 -3.851 -4.686
C -0.125 -3.163 -3.557
S -1.708 -1.396 -2.283
H 0.117 1.954 1.113
H -3.047 -1.839 -4.742
H -2.326 -3.134 -6.815
H -0.136 -4.389 -6.736
H 1.244 -4.415 -4.605
H 0.445 -3.135 -2.628
C -2.177 -1.540 2.586
P -0.475 -0.819 2.619
C -0.533 0.125 4.226
C 0.409 -2.334 3.226
H -2.956 -0.768 2.600
H -2.299 -2.184 3.472
H -2.284 -2.159 1.685
H 0.023 -0.413 5.007
H -1.573 0.214 4.565
H -0.109 1.130 4.129
H 0.415 -2.342 4.328
H -0.119 -3.243 2.910
H 1.442 -2.400 2.877
*
```

(2)
Below is C20H46NdOP4S as an isolated structure in a non-equilibrium geometry, with properties calculated with ωB97M-V/def2-TZVPD.

## Properties
HOMO energy (alpha / beta) in Eh: -0.5507 / -0.5507
Orbital gap (alpha / beta) in eV: 5.54 / 5.72

```
! wB97M-V def2-TZVPD RIJCOSX def2/J DEFGRID3
* xyz 3 4
Nd 0.127 -0.194 0.434
P -1.257 -2.438 1.549
P 0.588 -2.301 -1.576
P -2.522 -0.388 -2.023
H 0.069 7.526 0.585
C -1.011 7.412 0.659
C -1.615 6.966 1.768
H -1.049 6.623 2.639
C -0.175 -2.669 3.015
C -1.464 -4.192 1.082
C -2.871 -2.190 2.372
C 1.421 -1.712 -3.093
C 1.932 -3.301 -0.825
C -0.422 -3.656 -2.297
C -3.780 0.880 -1.809
C -3.259 -1.964 -1.489
C -2.021 -0.447 -3.759
H -1.602 7.786 -0.188
H -2.704 7.069 1.887
H 0.028 -1.718 3.522
H 0.775 -3.133 2.721
H -0.715 -3.337 3.693
H -0.513 -4.637 0.768
H -2.195 -4.299 0.272
H -1.837 -4.734 1.961
H -2.921 -1.188 2.819
H -2.966 -2.955 3.156
H -3.695 -2.296 1.652
H 1.648 -2.588 -3.709
H 2.354 -1.202 -2.826
H 0.766 -1.035 -3.652
H 2.068 -4.193 -1.458
H 1.651 -3.623 0.197
H 2.870 -2.717 -0.822
H 0.284 -4.353 -2.773
H -1.109 -3.268 -3.063
H -0.970 -4.190 -1.506
H -4.493 0.852 -2.634
H -3.264 1.843 -1.771
H -4.274 0.686 -0.854
H -4.189 -2.169 -2.052
H -3.527 -1.930 -0.421
H -2.603 -2.832 -1.641
H -2.892 -0.250 -4.407
H -1.618 -1.419 -4.081
H -1.264 0.324 -3.962
C -0.949 3.000 0.577
C -0.760 3.271 -0.805
C 0.143 4.258 -1.199
C 0.845 4.998 -0.231
C 0.597 4.769 1.134
C -0.359 3.851 1.546
S -1.980 1.716 1.127
H -1.693 0.330 -0.968
H -1.370 2.734 -1.549
H 0.250 4.480 -2.268
H 1.533 5.802 -0.528
H 1.063 5.407 1.895
H -0.743 3.817 2.572
C 3.948 -2.111 1.882
P 3.669 -0.426 1.399
C 4.179 0.689 2.690
C 4.572 -0.075 -0.106
O 2.144 -0.245 1.179
H 3.598 -2.817 1.117
H 3.401 -2.314 2.813
H 5.011 -2.317 2.064
H 5.267 0.738 2.725
H 3.769 1.684 2.495
H 3.797 0.316 3.646
H 4.386 -0.861 -0.855
H 4.248 0.893 -0.514
H 5.650 -0.037 0.105
*
```

(3)
Below is C20H46O2P4Pt as an isolated structure in a non-equilibrium geometry, with properties calculated with ωB97M-V/def2-TZVPD.

## Properties
HOMO energy (alpha / beta) in Eh: -0.7032 / -0.7480
Orbital gap (alpha / beta) in eV: 8.25 / 4.24

```
! wB97M-V def2-TZVPD RIJCOSX def2/J DEFGRID3
* xyz 4 5
Pt 0.109 0.141 -0.674
P 1.717 0.987 0.836
P -0.895 1.996 -1.480
P 1.686 -0.565 -2.186
H -1.778 -1.855 -0.230
C -0.737 -1.913 -0.546
C 0.270 -1.791 0.455
H -0.033 -1.626 1.487
C 1.069 1.192 2.512
C 2.375 2.615 0.364
C 3.155 -0.105 1.043
C -2.437 1.453 -2.249
C -1.454 3.200 -0.257
C 0.067 2.920 -2.702
C 2.483 -2.175 -1.917
C 3.006 0.601 -2.627
C 0.830 -0.860 -3.749
H -0.539 -2.445 -1.476
H 1.246 -2.246 0.323
H 0.758 0.220 2.912
H 0.194 1.851 2.493
H 1.851 1.619 3.156
H 1.568 3.358 0.312
H 2.883 2.569 -0.608
H 3.096 2.924 1.132
H 2.826 -1.096 1.375
H 3.802 0.330 1.816
H 3.736 -0.216 0.120
H -2.936 2.309 -2.719
H -3.100 1.007 -1.499
H -2.191 0.687 -2.990
H -2.039 3.968 -0.781
H -0.604 3.668 0.252
H -2.080 2.683 0.479
H -0.540 3.770 -3.040
H 0.324 2.297 -3.567
H 0.989 3.302 -2.243
H 2.992 -2.449 -2.852
H 1.737 -2.942 -1.680
H 3.220 -2.124 -1.107
H 3.525 0.185 -3.502
H 3.728 0.721 -1.811
H 2.592 1.583 -2.890
H 1.517 -1.317 -4.473
H 0.419 0.060 -4.176
H -0.006 -1.540 -3.554
C -2.039 -1.236 -5.770
C -3.253 -1.082 -6.474
C -3.710 -2.157 -7.233
C -2.981 -3.352 -7.276
C -1.746 -3.455 -6.633
C -1.246 -2.377 -5.913
O -1.614 -0.297 -4.860
H -2.292 0.388 -4.706
H -3.800 -0.142 -6.385
H -4.648 -2.069 -7.787
H -3.389 -4.211 -7.803
H -1.164 -4.369 -6.674
H -0.281 -2.415 -5.420
C -4.338 -0.331 1.192
P -2.894 -0.040 2.230
C -3.356 1.107 3.542
C -2.467 -1.599 3.007
O -1.756 0.507 1.389
H -4.600 0.605 0.681
H -5.181 -0.672 1.805
H -4.081 -1.097 0.448
H -4.256 0.783 4.091
H -2.520 1.183 4.253
H -3.547 2.091 3.092
H -2.028 -2.266 2.257
H -1.744 -1.418 3.811
H -3.368 -2.059 3.428
*
```

Which formula does entry 1 have?
C20H46IrP4S